1.
Molecular formula: C39H51AuN4O3
Method: DFT, ωB97M-V with the def2-TZVPD basis set

Its max |F| is 0.58 eV/Å. As for the electronic energy: -2097.1477 Ha. The HOMO energy comes out at -0.73 eV. As for the relative energy (zero: lowest compared OMol25 entry of this formula, charge and spin): 99.95 kJ/mol. The calculation puts the HOMO-LUMO gap at 0.197 hartree.

ORCA input file:
```
! RIJCOSX wB97M-V def2-TZVPD def2/J DEFGRID3
* xyz -2 1
Au 0.33 0.16 0.13
C -1.71 0.21 -3.08
C -1.51 -1.19 -3.65
C -0.24 -1.26 -4.50
C -1.59 -2.27 -2.58
C -2.64 -3.17 -2.66
C -2.81 -4.19 -1.73
C -1.91 -4.29 -0.69
C -0.84 -3.40 -0.56
C 0.03 -3.49 0.68
C 0.91 -4.74 0.67
C -0.81 -3.41 1.96
C -0.63 -2.40 -1.54
N 0.48 -1.54 -1.52
C 1.71 -2.14 -1.66
C 3.15 -1.06 -0.24
N 2.36 -0.27 0.64
C 3.08 0.74 1.28
C 3.28 0.70 2.68
C 3.99 1.71 3.31
C 4.55 2.77 2.59
C 4.36 2.81 1.22
C 3.63 1.83 0.56
C 3.34 1.98 -0.92
C 2.62 3.30 -1.21
C 4.60 1.84 -1.77
C 2.72 -0.42 3.55
C 3.13 -1.83 3.11
C 1.21 -0.32 3.72
H -1.75 0.96 -3.88
H -0.88 0.46 -2.42
H -2.63 0.28 -2.49
H -2.35 -1.39 -4.32
H 0.62 -0.95 -3.89
H -0.32 -0.59 -5.36
H -0.05 -2.27 -4.86
H -3.35 -3.07 -3.48
H -3.64 -4.89 -1.82
H -2.05 -5.05 0.07
H 0.69 -2.62 0.67
H 0.29 -5.65 0.62
H 1.52 -4.79 1.58
H 1.59 -4.73 -0.18
H -1.48 -4.27 2.06
H -1.40 -2.50 1.97
H -0.14 -3.41 2.83
H 1.70 -3.02 -2.31
H 4.22 -1.00 0.02
H 4.13 1.66 4.38
H 5.12 3.54 3.10
H 4.78 3.64 0.65
H 2.65 1.18 -1.19
H 3.25 4.16 -0.98
H 1.70 3.37 -0.62
H 2.35 3.36 -2.27
H 5.35 2.58 -1.49
H 4.37 1.98 -2.84
H 5.03 0.84 -1.66
H 3.17 -0.26 4.54
H 2.57 -2.14 2.23
H 2.94 -2.54 3.92
H 4.19 -1.87 2.85
H 0.69 -0.46 2.77
H 0.92 0.66 4.12
H 0.85 -1.09 4.42
N 2.82 -2.45 -0.62
C 3.00 -1.42 -1.68
N 4.08 -1.45 -2.64
C 4.99 -2.59 -2.57
C 4.50 -3.81 -3.35
C 4.20 -3.42 -4.79
C 3.20 -2.26 -4.84
C 3.71 -1.09 -3.99
H 5.13 -2.84 -1.52
H 5.96 -2.26 -2.98
H 3.60 -4.19 -2.86
H 5.26 -4.60 -3.31
H 3.81 -4.28 -5.35
H 5.13 -3.12 -5.29
H 2.24 -2.59 -4.44
H 3.04 -1.93 -5.87
H 2.97 -0.30 -3.94
H 4.60 -0.67 -4.48
O -2.95 2.99 -0.85
C -3.88 2.75 0.09
C -5.08 3.46 0.03
C -6.08 3.23 0.96
C -5.89 2.29 1.98
C -4.70 1.59 2.03
C -3.68 1.80 1.11
C -2.39 1.01 1.24
O -2.29 0.17 2.12
O -1.51 1.30 0.34
H -2.21 2.34 -0.64
H -5.21 4.18 -0.77
H -7.01 3.79 0.90
H -6.67 2.11 2.71
H -4.51 0.85 2.80
*
```

Atomic partial charges in e from the Löwdin method, atoms 1 to 2: atom 1 (Au): 0.8509, atom 2 (C): -0.0742


2.
Molecular formula: C6H13N
Method: DFT, ωB97M-V with the def2-TZVPD basis set

Its max |F| is 0.72 eV/Å. As for the electronic energy: -290.9603 Ha. The HOMO energy comes out at -7.37 eV. As for the relative energy (zero: lowest compared OMol25 entry of this formula, charge and spin): 521.11 kJ/mol. The calculation puts the HOMO-LUMO gap at 0.304 hartree.

ORCA input file:
```
! RIJCOSX wB97M-V def2-TZVPD def2/J DEFGRID3
* xyz 0 1
C 2.98 -0.19 0.66
C 0.55 -0.77 -0.76
C 0.54 0.66 -1.22
N -0.78 0.24 -0.80
C -2.05 0.97 -0.86
C -1.39 0.64 0.44
C -1.83 -0.50 1.32
H 2.84 0.83 1.03
H 3.62 -0.18 -0.23
H 3.41 -0.83 1.43
H 0.67 -1.42 -1.63
H 1.99 -0.61 0.41
H 0.58 0.88 -2.29
H 0.99 1.45 -0.61
H -2.94 0.44 -1.17
H -1.98 2.01 -1.19
H -0.87 1.45 0.94
H -2.54 -0.18 2.08
H -2.27 -1.29 0.71
H -0.94 -0.93 1.80
*
```

Atomic partial charges in e from the Löwdin method, atoms 1 to 2: atom 1 (C): -0.0760, atom 2 (C): -0.0122


3.
Molecular formula: C25H24BCl24NO9P2
Method: DFT, ωB97M-V with the def2-TZVPD basis set

Its max |F| is 3.79 eV/Å. As for the electronic energy: -13451.2346 Ha. The HOMO energy comes out at -7.84 eV. Its SMILES is CCOB(O)c1cc(P(=O)(O)O)c2c(c1P(O)O)C(=O)C=C(c1ccncc1)C2=O.ClC(Cl)Cl.ClC(Cl)Cl.ClC(Cl)Cl.ClC(Cl)Cl.ClC(Cl)Cl.ClC(Cl)Cl.ClC(Cl)Cl.ClC(Cl)Cl. The calculation puts the HOMO-LUMO gap at 0.232 hartree.

ORCA input file:
```
! RIJCOSX wB97M-V def2-TZVPD def2/J DEFGRID3
* xyz 0 1
C 1.38 2.61 0.82
C 0.16 3.53 0.58
O -1.02 2.84 0.19
B -1.45 1.90 1.11
O -2.16 2.28 2.24
C -1.12 0.34 0.96
C -0.92 -0.33 2.15
C -0.60 -1.69 2.19
P -0.39 -2.45 3.84
O -1.40 -3.45 4.14
O 1.12 -3.07 3.88
O -0.43 -1.26 4.94
C -0.48 -2.35 0.97
C -0.68 -1.68 -0.23
C -1.03 -0.33 -0.25
P -1.40 0.65 -1.81
O -2.56 -0.12 -2.72
O 0.01 0.84 -2.66
C -0.50 -2.51 -1.49
O -1.12 -2.35 -2.52
C 0.54 -3.60 -1.39
C 0.76 -4.24 -0.25
C 1.78 -5.29 -0.08
C 2.51 -5.38 1.10
C 3.47 -6.36 1.20
N 3.78 -7.25 0.27
C 3.06 -7.14 -0.84
C 2.06 -6.22 -1.07
C -0.11 -3.84 0.93
O -0.50 -4.63 1.76
H 1.36 1.73 0.17
H 1.47 2.31 1.87
H 2.27 3.18 0.53
H 0.43 4.17 -0.27
H 0.00 4.23 1.42
H -1.56 2.68 2.89
H -0.99 0.18 3.10
H 1.48 -3.01 2.99
H 0.37 -0.73 4.80
H -2.21 -0.47 -3.55
H 0.75 0.46 -2.16
H 1.15 -3.87 -2.25
H 2.32 -4.71 1.93
H 4.04 -6.40 2.13
H 3.28 -7.85 -1.64
H 1.51 -6.23 -2.01
Cl -2.27 2.21 -4.07
C -1.89 3.87 -4.53
Cl -0.45 4.42 -3.66
Cl -1.67 4.00 -6.28
H -2.72 4.50 -4.24
Cl -2.51 -5.70 -1.35
C -3.93 -4.65 -1.45
Cl -5.42 -5.60 -1.34
Cl -3.88 -3.42 -0.19
H -3.92 -4.16 -2.42
Cl -7.07 -1.67 1.98
C -5.85 -2.55 2.90
Cl -4.23 -1.97 2.50
Cl -6.14 -2.41 4.63
H -5.90 -3.60 2.63
Cl -0.15 -5.45 8.69
C 0.17 -3.80 8.17
Cl 1.58 -3.14 9.01
Cl 0.39 -3.73 6.42
H -0.69 -3.19 8.43
Cl 5.77 0.06 -1.92
C 4.21 0.67 -2.46
Cl 2.89 -0.28 -1.76
Cl 4.03 2.38 -2.06
H 4.16 0.57 -3.54
Cl -1.80 2.76 6.77
C -1.49 4.31 5.99
Cl -0.56 4.07 4.50
Cl -2.99 5.16 5.66
H -0.89 4.92 6.66
Cl 2.69 6.81 -7.98
C 0.99 6.50 -7.60
Cl 0.74 6.47 -5.86
Cl -0.05 7.71 -8.36
H 0.73 5.53 -8.00
Cl 5.49 10.00 -6.34
C 3.94 10.65 -6.88
Cl 2.61 9.65 -6.28
Cl 3.75 12.33 -6.37
H 3.92 10.62 -7.96
*
```

Atomic partial charges in e from the Löwdin method, atoms 1 to 2: atom 1 (C): -0.0576, atom 2 (C): -0.2180


4.
Molecular formula: H4SSi
Method: DFT, ωB97M-V with the def2-TZVPD basis set

Its max |F| is 3.60 eV/Å. As for the electronic energy: -690.0375 Ha. The HOMO energy comes out at -9.04 eV. As for the relative energy (zero: lowest compared OMol25 entry of this formula, charge and spin): 86.43 kJ/mol. Its SMILES is [SiH3]S. The calculation puts the HOMO-LUMO gap at 0.338 hartree.

ORCA input file:
```
! RIJCOSX wB97M-V def2-TZVPD def2/J DEFGRID3
* xyz 0 1
Si -0.62 0.43 -0.06
S 1.80 -0.44 -0.27
H -1.07 0.48 -1.44
H -1.23 -0.61 0.75
H -0.44 1.71 0.60
H 1.56 -1.55 0.41
*
```

Atomic partial charges in e from the Löwdin method, atoms 1 to 2: atom 1 (Si): 0.5334, atom 2 (S): 0.1653


5.
Molecular formula: C4H13N2O
Method: DFT, ωB97M-V with the def2-TZVPD basis set

Its max |F| is 0.35 eV/Å. As for the electronic energy: -344.6830 Ha. The HOMO energy comes out at -13.10 eV. As for the relative energy (zero: lowest compared OMol25 entry of this formula, charge and spin): 220.08 kJ/mol. The calculation puts the HOMO-LUMO gap at 0.353 hartree.

ORCA input file:
```
! RIJCOSX wB97M-V def2-TZVPD def2/J DEFGRID3
* xyz 1 1
C -0.14 0.73 1.92
C -1.07 0.72 0.96
N -1.88 -0.32 0.65
N 0.56 2.00 2.22
H 0.18 -0.09 2.54
H -1.26 1.63 0.41
H -2.10 -0.37 -0.34
H -1.63 -1.22 1.04
H 1.58 1.88 2.17
H 0.34 2.35 3.15
H 0.33 2.74 1.56
C 0.90 -0.63 -2.03
O -0.22 0.26 -1.97
C 0.62 -1.96 -1.37
H 1.20 -0.76 -3.07
H 1.71 -0.11 -1.52
H -0.81 0.03 -2.70
H -0.24 -2.45 -1.83
H 1.49 -2.62 -1.48
H 0.45 -1.83 -0.30
*
```

Atomic partial charges in e from the Löwdin method, atoms 1 to 2: atom 1 (C): -0.1019, atom 2 (C): -0.2017


6.
Molecular formula: C4H5N3O
Method: DFT, ωB97M-V with the def2-TZVPD basis set

Its max |F| is 1.64 eV/Å. As for the electronic energy: -394.7287 Ha. The HOMO energy (alpha / beta) comes out at -8.36 / -8.36 eV. As for the relative energy (zero: lowest compared OMol25 entry of this formula, charge and spin): 627.07 kJ/mol. The calculation puts the HOMO-LUMO gap (alpha / beta) at 0.277 / 0.277 hartree.

ORCA input file:
```
! RIJCOSX wB97M-V def2-TZVPD def2/J DEFGRID3
* xyz 0 1
N -0.61 0.36 0.83
C -0.36 -1.27 0.77
C -0.04 -0.42 -0.73
N 0.08 1.18 1.70
C -0.84 -0.46 -1.82
C 1.35 -0.11 -0.84
O 0.42 -1.71 1.54
N 2.47 0.16 -0.87
H -1.49 0.76 0.52
H 0.75 0.62 2.22
H 0.57 1.94 1.22
H -0.43 -0.31 -2.80
H -1.88 -0.74 -1.73
*
```

Atomic partial charges in e from the Löwdin method, atoms 1 to 2: atom 1 (N): -0.0639, atom 2 (C): -0.2129


7.
Molecular formula: C4H4LiO2Sm
Method: DFT, ωB97M-V with the def2-TZVPD basis set

Its max |F| is 4.37 eV/Å. Its expectation value of S² is 12.0090. As for the electronic energy: -970.3694 Ha. The HOMO energy (alpha / beta) comes out at -9.22 / -8.98 eV. The calculation puts the HOMO-LUMO gap (alpha / beta) at 0.173 / 0.164 hartree.

ORCA input file:
```
! RIJCOSX wB97M-V def2-TZVPD def2/J DEFGRID3
* xyz 1 7
O -3.85 1.01 -1.14
C -4.35 -0.22 -1.00
C -5.41 -0.68 -1.66
H -6.03 0.00 -2.23
H -5.71 -1.72 -1.55
H -2.91 1.11 -0.60
C -3.41 -1.18 -0.04
C -2.30 -0.75 0.48
O -1.49 0.12 0.61
Li -0.07 0.73 1.83
H -3.89 -2.07 0.37
Sm 2.61 3.16 3.49
*
```

Atomic partial charges in e from the Löwdin method, atoms 1 to 2: atom 1 (O): 0.0180, atom 2 (C): -0.3725


8.
Molecular formula: C22H35N3S
Method: DFT, ωB97M-V with the def2-TZVPD basis set

Its max |F| is 19.48 eV/Å. As for the electronic energy: -1421.0305 Ha. The HOMO energy comes out at -7.39 eV. As for the relative energy (zero: lowest compared OMol25 entry of this formula, charge and spin): 1998.59 kJ/mol. The calculation puts the HOMO-LUMO gap at 0.291 hartree.

ORCA input file:
```
! RIJCOSX wB97M-V def2-TZVPD def2/J DEFGRID3
* xyz 0 1
C 3.10 4.21 -0.01
C 3.22 2.66 0.18
C 2.35 1.88 1.05
C 2.61 0.62 1.20
C 3.76 -0.07 0.49
C 4.66 0.77 -0.13
C 4.46 2.24 -0.36
H 5.19 2.43 -1.05
H 5.56 0.08 -0.54
C 3.99 -1.48 0.99
H 3.56 -1.88 2.11
H 3.87 -2.24 0.24
H 5.09 -1.62 0.99
N 1.68 -0.06 2.15
C 0.92 -1.12 1.57
N 1.07 -1.38 0.46
H 1.59 -0.86 -0.30
C 0.10 -2.27 -0.24
H 0.55 -3.38 -0.63
C -0.65 -1.56 -1.27
N -1.40 -0.62 -0.91
C -1.36 0.79 -1.40
H -2.23 1.29 -1.02
C -0.07 1.56 -1.23
H 0.62 0.64 -0.65
H -0.35 2.40 -1.00
C 0.54 1.61 -2.91
H 1.13 0.48 -2.86
H 1.29 2.49 -2.80
C -0.68 1.68 -3.70
H -0.35 1.27 -4.67
H -0.96 2.55 -3.76
C -1.66 0.61 -3.08
H -1.41 -0.32 -3.59
H -2.63 0.93 -3.46
C -2.78 -1.09 -0.14
C -3.88 -1.18 -1.43
C -5.22 -1.43 -0.52
C -5.53 -0.82 0.58
C -4.31 -0.70 1.71
C -3.28 0.00 0.91
H -3.28 1.06 0.80
H -2.25 -0.06 1.60
H -4.67 -0.01 2.30
H -4.05 -1.80 1.93
H -6.58 -1.27 0.93
H -5.92 0.27 0.15
H -6.12 -1.58 -1.52
H -4.92 -2.80 -0.36
H -4.01 0.02 -1.59
H -3.62 -1.70 -2.19
H -2.60 -2.08 0.05
H -0.04 -1.38 -2.07
H -1.33 -2.28 -1.95
H -0.75 -2.63 0.52
S -0.33 -1.52 2.93
H 1.46 0.41 2.82
H 1.70 2.56 1.49
H 2.10 4.38 0.10
H 3.33 4.63 -0.88
H 3.67 4.70 0.59
*
```

Atomic partial charges in e from the Löwdin method, atoms 1 to 2: atom 1 (C): -0.0149, atom 2 (C): -0.1628